Below is a structure of composition C4H8O2, with properties calculated with ωB97M-V/def2-TZVPD.

Values from the calculation:
- Orbital gap: 9.30 eV
- Relative energy (zero: lowest compared OMol25 entry of this formula, charge and spin): 91.9 kcal/mol
- 2S+1: 1

XYZ file:
```
14
Properties=species:S:1:pos:R:3:nbo_charge:R:1
C 0.91 0.80 1.45 -0.171
O 0.08 -0.25 1.72 -0.496
C -1.00 -0.20 0.88 -0.130
C -0.26 0.02 -0.88 0.483
O -0.79 0.77 -1.67 -0.550
C 0.51 -1.22 -1.32 -0.726
H 1.86 0.64 2.01 0.206
H 0.71 0.74 0.09 0.142
H 0.48 1.80 1.60 0.172
H -1.60 -1.10 1.08 0.198
H -1.58 0.74 0.96 0.170
H -0.26 -1.85 -1.78 0.243
H 0.94 -1.73 -0.46 0.223
H 1.28 -1.04 -2.08 0.236
```